1.
Below is a structure of composition C11H16ClP at a distorted geometry, with properties calculated with ωB97M-V/def2-TZVPD.

Each line ends with the natural charge from an NBO analysis.
Atoms and positions in Å:
C -3.96373 0.35824 -0.05177  -0.205
C -3.48782 0.51064 1.18555  -0.222
C -3.31393 -0.31675 -1.08610  -0.220
C -2.08803 0.15565 1.39393  -0.257
C -1.99223 -0.66219 -0.86145  -0.252
C -1.43179 -0.60146 0.43040  -0.192
C 1.70959 -1.05634 2.19198  -1.188
C 0.98114 0.24939 -1.77732  -0.611
C 1.75543 1.60245 0.15594  -0.603
C 3.01779 -0.34145 -0.53815  -0.639
C 1.60629 0.22448 -0.38600  -0.352
P 0.86087 -1.04393 0.76062  1.407
Cl 0.86756 -2.80360 -0.14679  -0.221
H -5.07354 0.60491 -0.27684  0.205
H -3.98968 0.96585 2.07531  0.222
H -3.72973 -0.50245 -2.05751  0.217
H -1.79483 0.27252 2.43140  0.217
H -1.39889 -0.94537 -1.69804  0.204
H 1.95370 -0.06890 2.66777  0.251
H 1.79320 -1.95405 2.86109  0.263
H 0.27861 1.05847 -1.79389  0.215
H 1.76973 0.51879 -2.46714  0.219
H 0.42236 -0.66392 -1.98758  0.220
H 2.08046 1.68233 1.14290  0.221
H 0.66891 1.93618 0.16030  0.210
H 2.21523 2.21829 -0.52088  0.219
H 3.13930 -1.36473 -1.01834  0.224
H 3.63638 0.29679 -1.26632  0.209
H 3.50768 -0.32985 0.47694  0.238

Properties
Spin multiplicity: 1

---

2.
Below is a structure of composition C15H20MgN12O2, with properties calculated with ωB97M-V/def2-TZVPD.

Each line ends with the natural charge from an NBO analysis.
Atoms and positions in Å:
Mg 0.48180 -1.49370 -0.40748  1.746
N 1.70701 -2.97743 2.37644  -0.597
C 0.32952 -2.96229 2.19836  0.448
N -0.50556 -3.27270 3.16743  -0.385
N -1.72915 -3.14101 2.60424  -0.092
N -1.62811 -2.76961 1.38199  -0.157
N -0.30456 -2.64658 1.06391  -0.643
C 2.60829 -2.38515 1.51277  0.450
N 3.84832 -2.05634 1.83276  -0.378
N 4.35224 -1.52114 0.69869  -0.080
N 3.45538 -1.49945 -0.22134  -0.197
N 2.31754 -2.06846 0.25734  -0.614
H 2.02119 -3.11600 3.32175  0.424
O 1.53542 -0.82428 -2.02570  -0.853
C 1.25584 -0.72184 -3.42305  -0.062
C 0.32773 0.44718 -3.68822  -0.408
C -0.85337 0.55663 -2.71071  -0.447
C -1.68003 -0.69592 -2.57546  0.240
C -2.88547 -0.82259 -3.24480  -0.259
C -3.61938 -1.99176 -3.12236  -0.135
C -3.12593 -3.00976 -2.32958  -0.247
C -1.92348 -2.81035 -1.67884  0.083
N -1.20342 -1.68515 -1.79243  -0.594
H 2.48895 -0.87117 -1.79236  0.543
H 0.80211 -1.66031 -3.74820  0.178
H 2.19187 -0.60069 -3.96693  0.196
H -0.04079 0.35062 -4.71351  0.213
H 0.88768 1.38322 -3.63589  0.215
H -1.50640 1.36039 -3.05213  0.223
H -0.47909 0.85472 -1.72984  0.230
H -3.24129 -0.00219 -3.85354  0.222
H -4.56778 -2.09840 -3.63340  0.224
H -3.66282 -3.93649 -2.18942  0.234
H -1.52406 -3.56678 -1.01704  0.234
N 0.37836 0.34468 0.66064  -0.562
C 0.31774 1.33948 1.23975  0.580
N 0.27146 2.45155 1.94052  -0.471
C 1.33775 2.69080 2.93190  -0.236
C 1.41635 4.18265 3.17201  -0.080
O 0.15708 4.69619 3.57009  -0.512
C -0.81575 4.51509 2.55845  -0.079
C -1.03488 3.04348 2.27573  -0.233
H 2.27668 2.30337 2.53957  0.235
H 1.09680 2.16476 3.85979  0.207
H 1.75793 4.68993 2.26176  0.173
H 2.11628 4.39451 3.97773  0.212
H -0.50595 5.02956 1.64060  0.172
H -1.73783 4.96573 2.92071  0.209
H -1.71075 2.90179 1.43399  0.223
H -1.45150 2.54125 3.15327  0.207

Properties
Spin multiplicity: 1

---

Here are the calculated energy numbers, same order: -1230.17009 -1591.32093 (a.u.).